No. 1
C2H21N2O7 | ωB97M-V with the def2-TZVPD basis set

<S²>   0.75
ΔE to the lowest compared entry with this formula, charge and spin   0.0000 eV
Frontier orbital gap (alpha / beta)   3.029 / 10.392 eV
E_HOMO (alpha / beta)   -0.103 / -0.378 hartree
E_tot   -724.8784 hartree
2S+1   2

Last columns: bonded neighbours and bond lengths (Å).
Atoms and positions in Å:
1 C 2.083 0.535 1.381  N4 1.463, H5 1.080, H6 1.087, H7 1.091
2 N 1.149 0.435 -2.063  C3 1.301, H8 1.044, H9 1.004
3 C 1.762 0.403 -0.916  N2 1.301, N4 1.311, H10 1.076
4 N 1.171 0.598 0.238  C1 1.463, C3 1.311, H11 1.010
5 H 1.626 0.949 2.267  C1 1.080
6 H 2.965 1.127 1.149  C1 1.087
7 H 2.437 -0.472 1.607  C1 1.091
8 H 0.105 0.462 -2.065  N2 1.044
9 H 1.603 0.284 -2.946  N2 1.004
10 H 2.831 0.291 -0.856  C3 1.076
11 H 0.201 0.365 0.389  N4 1.010
12 H -1.654 -1.538 -0.438  O14 0.971
13 H -0.316 -2.120 -0.902  O14 0.968
14 O -0.694 -1.433 -0.334  H12 0.971, H13 0.968
15 H -1.839 -0.465 -2.368  O17 0.974
16 H -2.089 0.596 -1.272  O17 0.956
17 O -1.623 0.444 -2.093  H15 0.974, H16 0.956
18 H 2.788 -2.691 -0.303  O20 0.961
19 H 2.400 -2.444 -1.857  O20 0.957
20 O 2.312 -2.162 -0.947  H18 0.961, H19 0.957
21 H -0.194 -1.947 1.689  O23 0.972
22 H -1.062 -2.563 2.691  O23 0.964
23 O -0.130 -2.347 2.572  H21 0.972, H22 0.964
24 H -0.276 2.033 2.903  O26 0.962
25 H -1.466 1.190 2.382  O26 0.965
26 O -0.616 1.571 2.130  H24 0.962, H25 0.965
27 H -0.908 2.743 -1.379  O29 0.967
28 H -0.802 2.785 0.087  O29 0.969
29 O -0.237 2.870 -0.695  H27 0.967, H28 0.969
30 H -3.976 0.830 0.426  O32 0.969
31 H -4.078 -0.420 -0.518  O32 0.971
32 O -3.475 0.094 0.042  H30 0.969, H31 0.971



No. 2
C2H21O9 | ωB97M-V with the def2-TZVPD basis set

Charge   -1
ΔE to the lowest compared entry with this formula, charge and spin   0.5425 eV
Frontier orbital gap   8.920 eV
E_HOMO   -0.210 hartree
E_tot   -766.0077 hartree

Last columns: bonded neighbours and bond lengths (Å).
Atoms and positions in Å:
1 C -1.362 -0.036 -1.092  C2 1.530, H4 1.111, H5 1.105, H6 1.110
2 C -0.668 1.174 -0.462  C1 1.530, O3 1.414, H7 1.082, H8 1.071
3 O -0.150 0.661 0.749  C2 1.414
4 H -0.812 -0.994 -0.967  C1 1.111
5 H -1.569 0.033 -2.175  C1 1.105
6 H -2.365 -0.078 -0.620  C1 1.110
7 H -1.392 1.951 -0.253  C2 1.082
8 H 0.114 1.560 -1.082  C2 1.071
9 O 2.290 2.156 0.339  H10 0.908, H11 0.980
10 H 1.418 1.937 0.466  O9 0.908
11 H 2.687 2.335 1.216  O9 0.980
12 O 1.396 -2.220 -2.776  H13 0.973, H14 0.955
13 H 1.443 -1.926 -1.850  O12 0.973
14 H 1.813 -1.603 -3.375  O12 0.955
15 O -3.049 -3.207 -0.867  H16 0.965, H17 0.963
16 H -2.625 -2.525 -1.403  O15 0.965
17 H -2.562 -3.348 -0.048  O15 0.963
18 O -1.351 -0.995 2.360  H19 0.938, H20 0.935
19 H -1.379 -1.896 2.101  O18 0.938
20 H -1.206 -0.505 1.577  O18 0.935
21 O 1.318 0.551 3.028  H22 0.948, H23 0.949
22 H 1.478 -0.382 2.994  O21 0.948
23 H 0.825 0.648 2.223  O21 0.949
24 O -1.765 2.335 2.283  H25 0.922, H26 0.973
25 H -2.567 1.914 2.454  O24 0.922
26 H -1.287 1.798 1.627  O24 0.973
27 O 1.500 -1.288 0.029  H28 0.971, H29 0.955
28 H 2.412 -0.957 0.071  O27 0.971
29 H 0.950 -0.544 0.264  O27 0.955
30 O 2.204 0.977 -2.614  H31 0.935, H32 0.972
31 H 2.869 1.120 -1.973  O30 0.935
32 H 1.394 1.352 -2.227  O30 0.972